# 1
Molecular formula: H3NOP2
Method: DFT, wB97M-V/def2-TZVPD

## Properties
Energy above the lowest of the compared OMol25 structures with the same formula, charge and spin: 0.443 eV
E_HOMO (spin up / spin down): -8.9719 / -9.0098 eV
Charge: 0
Frontier orbital gap (spin up / spin down): 0.29160 / 0.29270 hartree
Energy: -814.36625 a.u.

Geometry as XYZ:
```
7
H3NOP2 wB97M-V/def2-TZVPD
O 2.356 -0.929 0.422
N 2.084 0.129 -0.214
P 0.817 0.059 -1.369
P -0.776 -0.180 0.017
H 0.782 1.428 -1.625
H 0.017 -1.298 0.531
H -1.495 -1.005 -0.750
```

***

# 2
Molecular formula: C77H53N10O2SY
Method: DFT, wB97M-V/def2-TZVPD

## Properties
Energy above the lowest of the compared OMol25 structures with the same formula, charge and spin: 0.148 eV
E_HOMO: -6.3699 eV
Charge: 0
Frontier orbital gap: 0.20833 hartree
Energy: -4100.82680 a.u.

Geometry as XYZ:
```
144
C77H53N10O2SY wB97M-V/def2-TZVPD
Y -0.665 0.932 -1.453
C -7.221 -2.266 -4.609
C -6.274 -1.843 -5.532
C -5.076 -1.296 -5.102
C -4.806 -1.163 -3.741
C -5.764 -1.588 -2.823
C -6.964 -2.135 -3.253
C -3.512 -0.571 -3.292
C -2.566 -1.448 -2.740
C -2.795 -2.851 -2.486
C -1.644 -3.351 -1.975
C -0.679 -2.275 -1.980
C 0.701 -2.403 -1.742
C 1.242 -3.721 -1.320
C 1.018 -4.892 -2.046
C 1.506 -6.111 -1.601
C 2.245 -6.186 -0.429
C 2.515 -5.023 0.278
C 2.022 -3.807 -0.166
C 1.638 -1.375 -1.961
N 1.350 -0.067 -2.201
C 2.532 0.557 -2.480
C 2.700 1.916 -2.775
C 4.095 2.416 -2.930
C 4.565 2.829 -4.175
C 5.861 3.302 -4.316
C 6.700 3.378 -3.214
C 6.238 2.976 -1.969
C 4.945 2.495 -1.829
C 1.671 2.856 -2.918
C 1.879 4.275 -3.101
C 0.654 4.846 -3.145
C -0.307 3.774 -3.015
N 0.341 2.586 -2.873
C -1.689 3.926 -3.178
C -2.583 2.856 -3.342
C -3.921 2.952 -3.873
C -4.390 1.686 -3.985
C -3.361 0.813 -3.467
N -2.281 1.552 -3.094
C -2.218 5.318 -3.218
C -2.802 5.877 -4.351
C -3.293 7.175 -4.326
C -3.198 7.939 -3.172
C -2.592 7.401 -2.045
C -2.106 6.103 -2.070
C 3.611 -0.402 -2.424
C 3.059 -1.594 -2.093
N -1.289 -1.124 -2.390
H -8.155 -2.697 -4.945
H -6.472 -1.945 -6.592
H -4.332 -0.967 -5.817
H -5.560 -1.481 -1.763
H -7.701 -2.458 -2.528
H -3.712 -3.385 -2.672
H -1.471 -4.356 -1.633
H 0.481 -4.841 -2.985
H 1.313 -7.008 -2.176
H 2.620 -7.139 -0.078
H 3.115 -5.063 1.180
H 2.243 -2.902 0.383
H 3.907 2.769 -5.033
H 6.218 3.613 -5.290
H 7.709 3.755 -3.324
H 6.883 3.041 -1.102
H 4.581 2.194 -0.854
H 2.839 4.761 -3.172
H 0.408 5.888 -3.276
H -4.425 3.863 -4.152
H -5.349 1.370 -4.364
H -2.859 5.295 -5.262
H -3.744 7.597 -5.215
H -3.581 8.951 -3.155
H -2.493 7.999 -1.146
H -1.614 5.684 -1.200
H 4.645 -0.192 -2.639
H 3.563 -2.540 -1.987
C -1.056 -8.970 9.182
O 0.119 -8.322 8.735
C -0.004 -7.412 7.742
C 1.166 -6.748 7.374
C 1.143 -5.801 6.373
C -0.046 -5.490 5.709
C -1.207 -6.162 6.081
C -1.194 -7.115 7.085
C -0.119 -4.486 4.650
N -1.192 -4.228 3.937
C -0.836 -3.224 3.081
C 0.479 -2.857 3.281
N 0.923 -3.670 4.292
C 1.118 -1.826 2.537
C 2.444 -1.408 2.715
C 2.954 -0.432 1.894
C 2.131 0.098 0.897
N 0.879 -0.269 0.720
C 0.351 -1.197 1.529
C -1.054 -1.532 1.345
N -1.767 -0.808 0.461
C -3.048 -1.082 0.319
C -3.707 -2.105 1.005
C -2.998 -2.854 1.909
C -1.646 -2.556 2.109
H -0.753 -9.601 10.013
H -1.495 -9.592 8.398
H -1.801 -8.250 9.531
H 2.083 -6.995 7.893
H 2.071 -5.307 6.110
H -2.125 -5.921 5.564
H -2.114 -7.618 7.350
H 1.846 -3.688 4.684
H 3.061 -1.858 3.484
H 3.969 -0.076 2.007
H 2.510 0.859 0.222
H -3.591 -0.452 -0.374
H -4.757 -2.292 0.824
H -3.450 -3.651 2.484
N -4.033 4.003 0.277
C -5.015 3.238 -0.303
C -4.398 2.080 -0.665
N -3.066 2.124 -0.327
C -2.882 3.295 0.238
H -4.138 4.938 0.624
H -6.031 3.576 -0.406
H -4.835 1.231 -1.165
H -1.941 3.645 0.631
C 7.835 3.750 4.195
C 6.467 3.660 3.572
O 6.174 2.919 2.674
S 5.295 4.781 4.329
C 3.848 4.379 3.375
C 3.581 5.065 2.198
C 2.524 4.667 1.398
C 1.733 3.573 1.761
C 1.985 2.931 2.981
C 3.037 3.330 3.784
C 0.750 3.030 0.880
C 0.023 2.384 0.138
H 8.589 3.794 3.411
H 8.006 2.844 4.779
H 7.917 4.615 4.851
H 4.216 5.890 1.905
H 2.323 5.179 0.466
H 1.352 2.102 3.273
H 3.247 2.818 4.715
```